No. 1
Formula: C30H55AlFNO3
Source: OMol25
Level of theory: the ωB97M-V functional and the def2-TZVPD basis

LUMO energy ... -1.11 eV
HOMO energy ... -6.156 eV
Energy relative to the best compared isomer or geometry (same formula, charge and spin) ... 0.0 kcal/mol

Element x y z (Å)
C -3.73 -4.67 -5.39
C -3.68 -4.80 -3.76
C -2.11 -4.74 -3.34
C -1.90 -5.21 -1.81
Al -1.31 -2.88 -3.75
C -2.84 -1.46 -3.68
C -2.21 0.01 -3.85
C -2.33 0.95 -2.55
C -3.80 1.08 -1.93
C -3.74 2.11 -0.70
C -3.85 1.40 0.76
O -4.82 0.32 0.79
C -4.23 -0.95 1.00
C -2.86 -1.47 0.37
O -4.88 -1.76 1.72
C 0.08 -2.25 -2.39
O 1.04 -3.30 -1.96
C 1.50 -2.82 -0.68
C 0.95 -3.40 0.64
C 1.47 -2.79 1.97
C 2.49 -1.61 1.95
C 3.04 -1.06 0.57
C 2.55 -1.65 -0.77
C -0.50 -3.04 -5.66
C 0.40 -1.79 -6.08
F 0.38 -4.22 -5.76
H -4.74 -4.97 -5.83
H -2.90 -5.33 -5.86
H -3.47 -3.59 -5.63
H -4.07 -5.86 -3.51
H -4.30 -3.99 -3.24
H -1.61 -5.57 -3.99
H -2.07 -6.36 -1.78
H -2.66 -4.75 -1.09
H -0.84 -5.03 -1.42
H -3.29 -1.59 -2.62
H -3.62 -1.68 -4.49
H -2.66 0.55 -4.75
H -1.08 -0.11 -4.05
H -2.03 2.02 -2.90
H -1.57 0.69 -1.72
H -4.50 1.57 -2.72
H -4.26 0.07 -1.69
H -4.54 2.94 -0.76
H -2.73 2.67 -0.74
H -2.82 1.12 1.18
H -4.26 2.22 1.46
H -2.33 -0.71 -0.32
H -2.13 -1.61 1.26
H -2.95 -2.51 -0.11
H -0.50 -1.96 -1.43
H 0.59 -1.28 -2.74
H 0.19 -4.25 0.56
H 1.05 -3.20 2.94
H 2.85 -1.14 2.93
H 3.78 -0.19 0.56
H 2.91 -1.27 -1.79
H -1.37 -3.19 -6.41
H -0.10 -0.78 -5.92
H 0.60 -1.87 -7.22
H 1.43 -1.87 -5.58
C 0.89 3.19 1.95
C 2.20 2.46 2.25
C 2.42 2.14 3.72
N 3.16 3.20 4.56
C 2.57 4.59 4.35
C 3.34 5.67 5.08
C 4.80 5.67 4.67
C 5.43 4.30 4.90
C 4.65 3.19 4.20
C 2.99 2.77 6.01
H 0.92 4.25 2.23
H 0.67 3.15 0.88
H 0.05 2.73 2.48
H 3.04 3.00 1.80
H 2.14 1.50 1.73
H 3.03 1.23 3.80
H 1.47 1.95 4.22
H 2.64 4.80 3.28
H 1.52 4.55 4.66
H 2.90 6.64 4.84
H 3.25 5.56 6.16
H 5.35 6.43 5.23
H 4.89 5.93 3.61
H 5.49 4.10 5.98
H 6.46 4.30 4.53
H 5.05 2.21 4.47
H 4.73 3.31 3.12
H 3.39 1.76 6.12
H 1.92 2.78 6.24
H 3.52 3.45 6.67

Löwdin population analysis, charges in e, atoms 1 to 2:
1 C -0.142
2 C -0.275



No. 2
Formula: C15H20O7
Source: OMol25
Level of theory: the ωB97M-V functional and the def2-TZVPD basis

LUMO energy ... -1.81 eV
HOMO energy ... -5.161 eV

Element x y z (Å)
C -2.37 3.73 3.80
O -2.93 2.52 3.23
C -2.54 2.12 2.00
C -3.15 0.93 1.53
C -2.78 0.39 0.32
C -1.78 1.00 -0.47
C -1.39 0.35 -1.70
O -0.43 0.80 -2.46
C -0.39 0.51 -3.88
C -1.22 2.23 -0.03
C -1.58 2.78 1.18
H -2.88 3.77 4.77
H -1.28 3.64 3.94
H -2.62 4.61 3.19
H -3.90 0.47 2.17
H -3.24 -0.52 -0.04
H -1.94 -0.54 -2.04
H 0.26 1.29 -4.27
H 0.06 -0.48 -4.02
H -1.38 0.56 -4.35
H -0.49 2.73 -0.68
H -1.12 3.71 1.52
C 3.94 -0.83 0.37
O 2.48 -0.70 0.35
C 1.67 -1.60 -0.17
C 0.56 -2.11 0.65
O -0.46 -2.61 0.18
O 0.77 -1.83 1.96
C -0.10 -2.40 2.96
C 1.88 -2.14 -1.52
O 1.56 -3.26 -1.89
O 2.57 -1.27 -2.30
C 3.00 -1.83 -3.55
H 4.24 0.10 0.85
H 4.21 -1.71 0.97
H 4.32 -0.91 -0.65
H 0.05 -1.80 3.86
H -1.16 -2.36 2.66
H 0.21 -3.43 3.15
H 3.73 -1.14 -3.98
H 3.47 -2.82 -3.39
H 2.14 -1.94 -4.22

Löwdin population analysis, charges in e, atoms 1 to 2:
1 C -0.050
2 O -0.074



No. 3
Formula: C7H8O4
Source: OMol25
Level of theory: the ωB97M-V functional and the def2-TZVPD basis

SMILES ... COc1c(O)cc(O)cc1O
LUMO energy ... 0.64 eV
HOMO energy ... -8.359 eV
Energy relative to the best compared isomer or geometry (same formula, charge and spin) ... 35.6 kcal/mol

Element x y z (Å)
C -2.79 -0.11 0.57
O -1.87 0.50 -0.39
C -0.40 0.32 -0.24
C 0.09 -1.00 -0.37
O -0.78 -2.02 -0.46
C 1.47 -1.24 -0.28
C 2.32 -0.11 -0.11
O 3.65 -0.18 0.24
C 1.84 1.17 -0.01
C 0.50 1.42 -0.24
O -0.10 2.63 -0.38
H -2.45 -0.27 1.62
H -3.17 -1.06 0.11
H -3.77 0.49 0.75
H -1.67 -1.64 -0.39
H 1.83 -2.24 -0.43
H 3.86 -1.10 0.43
H 2.46 2.01 0.11
H -1.01 2.44 -0.52

Löwdin population analysis, charges in e, atoms 1 to 2:
1 C -0.081
2 O -0.142



Which formula does entry 3 have? C7H8O4



What is the HOMO energy in the first record? -6.156 eV



Number 2 is which compound? C15H20O7